Model A:
Molecular formula: C9H16N4O
Method: DFT, ωB97M-V with the def2-TZVPD basis set

Last column: Mulliken charge in e.
Atoms and positions in Å:
C 2.077 -1.924 2.392  -0.716
C 0.716 -2.117 2.484  -0.271
C 2.647 -1.885 1.059  -0.437
C -0.152 -2.099 1.391  -0.353
C 1.770 -1.919 -0.094  -0.663
C 0.348 -1.849 0.111  1.056
C 0.341 2.992 -1.617  -0.870
C -1.872 1.976 -1.968  -0.620
C -0.554 -1.589 -1.002  -0.961
N -1.462 0.872 1.592  -0.318
N -0.319 1.467 1.218  -0.403
N -0.465 1.756 -1.773  0.007
N -0.082 0.722 -0.965  -0.183
O -1.038 -0.191 -0.990  -0.087
H 2.709 -1.948 3.221  0.488
H 0.206 -2.239 3.432  0.320
H 3.716 -2.061 0.997  0.372
H -1.260 -2.130 1.657  0.341
H 2.221 -1.733 -1.053  0.339
H 1.466 2.671 -1.358  0.257
H 0.304 3.534 -2.596  0.370
H -0.064 3.644 -0.839  0.313
H -2.383 1.940 -0.981  0.140
H -1.861 2.971 -2.619  0.309
H -2.181 1.090 -2.595  0.193
H -0.080 -1.742 -2.076  0.319
H -1.357 -2.268 -0.771  0.324
H -2.312 1.387 1.226  0.309
H -1.621 -0.125 1.085  0.155
H 0.543 0.796 1.432  0.268

## Properties
Gap between HOMO and LUMO (spin up / spin down) ... 7.40 / 7.84 eV

Model B:
Molecular formula: C9H16N4O
Method: DFT, ωB97M-V with the def2-TZVPD basis set

Last column: Mulliken charge in e.
Atoms and positions in Å:
C -0.597 -1.228 2.213  -1.642
C -0.927 -0.100 1.218  0.372
C -2.243 -0.288 0.438  -0.633
C -2.465 0.899 -0.502  -0.785
C -1.313 0.931 -1.520  -0.692
C -0.026 1.183 -0.738  0.380
C 1.181 1.440 -1.638  -1.597
N 0.177 0.078 0.248  0.019
N 1.293 -0.872 0.013  0.748
C 2.585 -0.657 0.762  -0.420
C 3.752 -0.719 -0.125  0.152
N 4.772 -0.801 -0.682  -0.438
N 1.149 -2.045 -0.707  -0.425
O -0.008 -2.362 -0.974  -0.305
H 0.282 -1.001 2.760  0.397
H -0.431 -2.161 1.679  0.309
H -1.422 -1.373 2.909  0.447
H -1.047 0.841 1.767  0.263
H -2.247 -1.228 -0.122  0.224
H -3.077 -0.273 1.201  0.325
H -3.420 0.758 -0.996  0.353
H -2.537 1.803 0.087  0.319
H -1.522 1.758 -2.152  0.389
H -1.328 0.014 -2.127  0.261
H -0.179 2.125 -0.171  0.168
H 1.437 0.500 -2.163  0.322
H 2.022 1.821 -1.045  0.316
H 0.925 2.149 -2.419  0.470
H 2.673 -1.481 1.485  0.413
H 2.544 0.289 1.301  0.292

## Properties
Structure (SMILES) ... C[C@@H]1CCC[C@H](C)N1N(CC#N)N=O
Gap between HOMO and LUMO ... 9.27 eV

Short version: model B is the most stable of them.

Model A:
Molecular formula: C3H5NO3
Method: DFT, ωB97M-V with the def2-TZVPD basis set

Last column: Mulliken charge in e.
Atoms and positions in Å:
C -0.868 -0.072 0.425  0.107
C 1.409 0.295 0.244  -0.120
C -2.225 -0.424 -0.132  -0.921
N 2.563 0.341 -0.525  0.903
O 2.482 0.004 -1.713  -0.576
O 3.590 0.697 0.054  -0.588
O 0.219 0.055 -0.295  -0.231
H -0.738 0.012 1.492  0.326
H 1.327 0.632 1.297  0.274
H -3.065 0.064 0.449  0.304
H -2.411 -1.552 -0.099  0.253
H -2.282 -0.051 -1.199  0.269

## Properties
Gap between HOMO and LUMO (spin up / spin down) ... 8.42 / 7.18 eV

Model B:
Molecular formula: C3H5NO3
Method: DFT, ωB97M-V with the def2-TZVPD basis set

Last column: Mulliken charge in e.
Atoms and positions in Å:
N -1.530 -0.803 0.206  -0.426
C -0.551 -0.319 1.022  0.564
O -0.237 -0.816 2.086  -0.581
C 0.130 0.966 0.530  -0.451
O 1.396 0.683 -0.090  -0.293
C 1.381 0.014 -1.241  0.209
O 0.402 -0.365 -1.835  -0.511
H -1.450 -0.581 -0.778  0.285
H -1.841 -1.740 0.423  0.253
H -0.500 1.549 -0.149  0.331
H 0.387 1.560 1.407  0.255
H 2.413 -0.147 -1.581  0.367

## Properties
Structure (SMILES) ... NC(=O)COC=O
Gap between HOMO and LUMO ... 10.88 eV

Model C:
Molecular formula: C3H5NO3
Method: DFT, ωB97M-V with the def2-TZVPD basis set

Last column: Mulliken charge in e.
Atoms and positions in Å:
C 0.093 -1.037 0.860  -1.022
C -0.178 0.171 0.051  0.986
N -1.243 0.745 -0.254  -0.462
O -2.388 0.137 0.311  -0.386
O 1.165 1.224 0.051  -0.400
C 1.633 0.841 -1.080  0.091
O 1.018 -0.038 -1.688  -0.511
H -0.472 -0.970 1.790  0.344
H -0.250 -1.913 0.305  0.275
H 1.149 -1.157 1.078  0.334
H -3.099 0.708 -0.005  0.378
H 2.574 1.288 -1.419  0.373

## Properties
Structure (SMILES) ... C/C(=N\O)OC=O
Gap between HOMO and LUMO ... 10.45 eV

Short version: model B is the most stable of them.

Model A:
Molecular formula: C4H5NO2S
Method: DFT, ωB97M-V with the def2-TZVPD basis set

Last column: Mulliken charge in e.
Atoms and positions in Å:
C -2.673 -0.988 -0.586  -0.707
S -1.632 0.382 -1.031  -0.081
C -0.278 0.068 0.080  0.603
O -0.079 -1.024 0.501  -0.515
O 0.442 1.132 0.356  -0.329
C 1.507 0.837 1.248  -0.250
C 2.513 -0.044 0.582  0.234
N 3.194 -0.659 -0.080  -0.347
H -3.302 -0.664 0.267  0.256
H -1.996 -1.777 -0.232  0.241
H -3.344 -1.274 -1.417  0.316
H 1.171 0.308 2.125  0.284
H 1.912 1.813 1.516  0.295

## Properties
Structure (SMILES) ... CSC(=O)OCC#N
Gap between HOMO and LUMO ... 10.24 eV

Model B:
Molecular formula: C4H5NO2S
Method: DFT, ωB97M-V with the def2-TZVPD basis set

Last column: Mulliken charge in e.
Atoms and positions in Å:
C 0.118 -0.604 0.183  -0.457
C 0.828 0.502 -0.163  0.630
C -1.354 -0.728 0.061  0.454
C 2.322 0.399 0.076  -1.061
N -1.997 0.523 0.225  -0.079
O -2.042 -1.778 -0.158  -0.704
O -3.250 0.472 -0.052  -0.282
S 0.124 1.910 -0.828  -0.145
H 0.708 -1.425 0.664  0.275
H 2.703 -0.533 -0.159  0.378
H 2.464 0.610 1.201  0.249
H 2.792 1.191 -0.601  0.330
H -3.415 -0.538 -0.450  0.413

## Properties
Gap between HOMO and LUMO (spin up / spin down) ... 5.96 / 6.07 eV

Model C:
Molecular formula: C4H5NO2S
Method: DFT, ωB97M-V with the def2-TZVPD basis set

Last column: Mulliken charge in e.
Atoms and positions in Å:
O 3.050 -0.670 -0.514  -0.552
C 2.336 0.312 -0.179  0.155
N 1.064 0.355 0.029  -0.060
C 0.406 -0.829 0.033  -0.214
C -0.965 -0.967 0.048  -0.398
C -1.920 -0.016 -0.132  0.506
O -1.402 1.260 -0.269  -0.576
S -3.478 -0.390 -0.276  -0.304
H 2.897 1.409 0.263  0.172
H 0.558 1.227 0.399  0.320
H 0.968 -1.727 0.214  0.343
H -1.413 -2.004 0.307  0.226
H -2.100 2.041 0.077  0.381

## Properties
Structure (SMILES) ... O=CN/C=C\C(O)=S
Gap between HOMO and LUMO ... 8.09 eV

Model D:
Molecular formula: C4H5NO2S
Method: DFT, ωB97M-V with the def2-TZVPD basis set

Last column: Mulliken charge in e.
Atoms and positions in Å:
C -1.757 -0.549 0.032  -1.061
C -0.635 0.133 -0.702  0.440
S -0.849 0.780 -2.190  -0.299
N 0.610 0.199 -0.032  0.103
C 1.033 -0.712 0.944  0.002
O 0.406 -1.678 1.299  -0.476
C 1.535 1.224 -0.364  0.131
O 2.649 1.284 0.095  -0.488
H -1.805 -0.255 1.088  0.308
H -2.705 -0.292 -0.448  0.356
H -1.610 -1.644 0.022  0.295
H 2.012 -0.441 1.322  0.413
H 1.116 1.951 -1.068  0.275

## Properties
Structure (SMILES) ... CC(=S)N(C=O)C=O
Gap between HOMO and LUMO ... 8.68 eV

Short version: model D is the most stable of them.